Entry 1:
{"formula": "C13H27KN3O3Ta", "method": "ωB97M-V with the def2-TZVPD basis set", "homo_lumo_gap_ev": [8.713, 8.713], "total_charge": 2, "de_lowest_ev": 0.000, "elements": ["C", "H", "O", "C", "H", "C", "H", "N", "H", "H", "K", "H", "C", "C", "C", "H", "H", "H", "C", "N", "H", "H", "H", "C", "H", "H", "Ta", "C", "H", "C", "H", "O", "H", "H", "H", "H", "H", "H", "C", "O", "N", "H", "H", "H", "H", "C", "H", "C"], "positions_angstrom": [[0.113, -0.097, 3.358], [0.404, 4.746, -1.689], [3.926, -0.631, 1.760], [-1.554, -3.816, -0.762], [2.425, 1.810, -0.077], [2.950, -0.457, 1.134], [-1.826, -0.453, -2.559], [-0.111, 1.502, -0.743], [-0.920, 3.639, -2.122], [-0.580, -1.641, -3.188], [0.558, 0.800, -3.089], [-0.203, 0.214, 5.434], [-0.381, -2.864, -0.533], [0.846, -3.319, -1.311], [-0.086, -2.782, 0.954], [-0.852, 3.834, 0.623], [-2.089, 1.434, -1.647], [-1.699, -4.049, -1.820], [-1.322, -1.423, -2.390], [1.932, -0.302, 0.462], [2.622, 3.507, -0.541], [1.120, -4.339, -1.007], [-1.609, -0.448, 4.553], [-0.778, 0.268, 4.508], [0.803, 4.472, 0.714], [-1.166, 1.283, 4.363], [-0.041, -0.167, 0.298], [-1.621, 1.499, -0.647], [0.412, 2.923, 1.499], [0.162, 3.696, -1.914], [-1.991, 0.619, -0.022], [-0.517, 0.100, 2.168], [0.732, 3.450, -2.838], [-2.110, -2.181, -2.470], [-1.015, -2.758, 1.545], [0.650, -3.316, -2.392], [0.594, -1.905, 1.237], [2.419, 2.275, -1.793], [2.088, 2.576, -0.778], [1.252, -0.530, 3.430], [-0.710, -1.480, -1.030], [1.697, -2.651, -1.110], [-2.481, -3.403, -0.342], [0.482, -3.679, 1.252], [-1.341, -4.765, -0.246], [0.210, 3.547, 0.615], [-1.986, 2.415, -0.157], [0.592, 2.850, -0.690]], "atomic_forces_ev_per_a": [[1.6, -0.6, 1.7], [-0.1, -0.3, -0.2], [-2.3, 0.5, -1.6], [0.0, -0.3, 0.3], [-0.1, 0.4, -0.1], [1.7, -0.6, 1.3], [0.3, -0.4, 0.1], [-1.1, -0.5, 1.6], [0.4, 0.1, 0.1], [-0.4, 0.1, 0.4], [0.5, -0.1, -1.2], [-0.1, 0.0, -0.1], [-0.3, -0.1, -1.0], [0.4, -0.3, 0.0], [0.2, 0.2, 0.5], [0.4, 0.0, 0.1], [0.0, -0.2, 0.6], [0.0, 0.0, 0.2], [0.0, 0.0, 0.6], [-0.6, -0.1, 0.0], [-0.1, -0.3, -0.2], [0.0, 0.3, -0.2], [0.1, 0.3, 0.0], [0.4, -0.1, 0.2], [-0.3, -0.4, 0.0], [-0.1, -0.3, 0.0], [1.6, 0.8, -0.1], [0.4, 0.8, -0.4], [0.0, 0.1, -0.3], [0.1, 0.2, 0.1], [-0.3, 0.6, -0.5], [-0.1, -0.2, -2.0], [-0.3, 0.1, 0.5], [0.2, 0.3, -0.1], [0.3, 0.2, -0.1], [0.1, -0.1, 0.3], [-0.3, -1.6, 0.3], [-0.2, 0.2, 0.4], [0.5, 0.3, 0.0], [-2.1, 0.7, -0.6], [0.0, 0.4, 0.3], [-0.1, -0.2, 0.0], [0.2, -0.1, -0.1], [-0.1, 0.5, 0.0], [-0.1, 0.3, -0.2], [0.1, 0.4, 0.1], [0.1, -0.6, 0.0], [-0.3, -0.3, -0.6]], "mulliken_charge": [0.851, 0.423, -0.387, -1.976, 0.164, 1.083, 0.284, 0.200, 0.360, 0.509, 0.959, 0.353, 1.306, -1.459, -1.296, 0.446, 0.366, 0.506, -1.341, -0.579, 0.449, 0.457, 0.301, -1.114, 0.504, 0.341, 0.234, -1.147, 0.260, -1.368, 0.517, -0.729, 0.330, 0.297, 0.392, 0.372, 0.397, 0.265, -1.203, -0.492, 0.721, 0.280, 0.452, 0.551, 0.434, -1.488, 0.408, 0.804]}

Entry 2:
{"formula": "C13H27N2O5", "method": "ωB97M-V with the def2-TZVPD basis set", "homo_lumo_gap_ev": 8.900, "total_charge": 1, "de_lowest_ev": 0.000, "elements": ["H", "C", "H", "H", "H", "H", "C", "H", "H", "H", "C", "H", "H", "C", "O", "C", "C", "C", "O", "H", "H", "H", "H", "H", "H", "O", "H", "H", "C", "H", "C", "H", "C", "N", "H", "H", "C", "H", "H", "H", "C", "O", "N", "H", "O", "C", "H"], "positions_angstrom": [[-1.044, -0.477, -2.850], [-5.214, -2.295, 1.081], [-6.702, -1.531, -0.349], [1.615, 2.623, -1.898], [5.520, 0.699, -1.249], [-1.905, 1.016, 0.135], [1.638, 3.015, -0.860], [5.077, 1.399, 0.397], [-4.846, -3.258, 0.734], [2.768, -1.844, -0.180], [4.715, 0.852, -0.500], [-1.694, -1.822, -1.027], [-1.598, -1.106, 1.003], [-5.656, -1.408, -0.073], [-3.281, -1.891, 2.481], [-0.921, 0.769, 0.590], [-5.334, -0.023, 0.447], [4.402, -0.791, 1.532], [2.955, -0.936, -0.430], [-5.048, -1.625, -0.956], [0.679, -0.523, -2.428], [3.647, 3.267, 0.129], [0.027, -1.006, 1.081], [1.679, 4.122, -0.942], [3.508, -0.449, 2.091], [-4.177, -0.195, 1.290], [2.610, 1.904, 0.739], [1.059, 0.711, -0.279], [4.296, -0.615, -0.017], [0.031, -2.097, -0.836], [0.135, 1.341, -0.425], [4.948, -1.390, -0.482], [2.925, 2.468, -0.165], [3.528, 1.489, -1.099], [4.531, -1.877, 1.738], [-0.814, 1.199, 1.600], [-4.105, -1.485, 1.702], [-5.099, 0.674, -0.357], [3.802, 1.968, -1.954], [-6.143, 0.394, 1.050], [-0.332, -0.308, -2.013], [0.432, 2.662, -0.181], [-0.777, -0.707, 0.523], [-6.007, -2.432, 1.819], [-0.388, 1.085, -1.717], [-0.734, -1.289, -0.857], [5.290, -0.278, 1.964]], "atomic_forces_ev_per_a": [[0.4, 0.2, 0.6], [-0.1, 0.2, -0.5], [0.0, 0.1, 0.0], [-0.1, 0.2, 0.6], [-0.5, 0.5, 0.5], [0.5, -0.1, 0.7], [1.1, 0.9, -0.4], [0.0, -0.2, -0.7], [0.0, -0.1, 0.3], [0.4, -0.2, 0.1], [-0.9, -1.6, -0.1], [0.4, 0.8, 0.0], [0.2, 0.0, 0.2], [-0.2, -0.2, -0.2], [0.5, 0.6, -0.5], [0.0, 2.0, -1.6], [-0.4, 0.3, -0.3], [0.4, -0.5, -0.1], [-0.3, 0.5, -0.1], [-0.1, 0.0, 0.0], [-0.5, -0.1, 0.7], [-0.6, -0.4, -0.1], [0.1, 0.1, -0.3], [-0.3, -0.7, 0.3], [0.4, 0.0, -0.5], [0.4, -0.3, 0.0], [0.3, 0.4, -0.3], [-0.4, 0.4, -0.4], [0.4, -0.2, 1.0], [-0.5, 0.6, 0.1], [0.4, -1.5, 1.4], [-0.1, 0.8, 0.2], [-0.6, -0.5, -0.6], [0.9, 0.8, 0.5], [-0.1, 0.6, 0.1], [0.0, -0.7, -0.4], [-0.4, -0.4, 0.5], [0.2, 0.1, 0.2], [-0.1, 0.0, 0.2], [0.1, 0.0, 0.0], [0.0, 0.1, -0.9], [-0.6, -0.5, -0.5], [-0.6, -0.3, 1.0], [0.1, -0.1, 0.1], [-0.2, -0.1, 0.4], [0.7, -1.0, -0.8], [-0.5, -0.3, -0.4]], "mulliken_charge": [0.380, -0.432, 0.341, 0.347, 0.380, 0.265, -0.620, 0.287, 0.267, 0.291, -0.859, 0.327, -0.075, -0.520, -0.619, -0.695, -0.374, -1.302, -0.466, 0.233, 0.256, 0.479, 0.447, 0.362, 0.272, -0.334, 0.231, -0.244, 0.280, 0.308, 0.819, 0.351, -0.508, -0.241, 0.394, 0.488, 0.586, 0.316, 0.259, 0.288, -0.287, -0.458, 0.144, 0.302, -0.501, -0.527, 0.363]}

Entry 3:
{"formula": "C13H28BCl18N2O5", "method": "ωB97M-V with the def2-TZVPD basis set", "homo_lumo_gap_ev": 6.721, "total_charge": -1, "elements": ["Cl", "O", "Cl", "O", "H", "Cl", "H", "H", "C", "H", "C", "H", "C", "Cl", "H", "O", "Cl", "H", "Cl", "H", "H", "O", "H", "Cl", "H", "H", "O", "C", "Cl", "B", "H", "C", "Cl", "N", "H", "Cl", "H", "H", "Cl", "H", "H", "H", "H", "H", "H", "H", "H", "C", "C", "C", "H", "Cl", "H", "Cl", "C", "Cl", "Cl", "H", "Cl", "C", "C", "C", "Cl", "H", "N", "C", "Cl"], "positions_angstrom": [[3.396, -3.845, 1.435], [-1.755, -0.892, 1.413], [-1.118, -0.323, 5.152], [-3.535, -1.267, 2.435], [-5.525, -1.177, 3.525], [1.453, 4.776, -4.361], [-4.245, 1.669, -1.114], [-6.642, -2.469, 3.021], [4.490, -5.075, 0.811], [0.942, -2.891, -5.212], [-1.847, -1.426, -1.069], [-1.083, -1.527, -1.863], [-2.108, 3.436, 0.601], [3.027, -3.935, -4.953], [1.868, 6.250, -2.173], [-1.021, 0.507, -0.255], [0.179, 5.836, -0.616], [0.774, -1.210, -0.480], [-2.826, 1.406, 3.515], [0.042, -3.590, 5.173], [2.957, 3.608, -5.729], [-2.817, -0.505, -1.415], [1.649, 2.560, -5.091], [3.409, -1.708, -1.328], [-2.016, -0.737, 3.005], [0.805, -4.676, -5.162], [-3.158, 3.156, -0.280], [2.358, 3.348, -4.866], [-6.750, -2.067, 5.332], [-2.210, 0.860, -1.144], [1.223, -2.309, 5.567], [1.267, -3.801, -4.721], [4.624, 1.510, 0.044], [-2.998, -1.413, 1.388], [-2.026, 2.685, 1.391], [0.897, -2.547, 3.266], [-1.138, 3.491, 0.093], [2.667, 2.610, 0.735], [2.254, -4.376, 5.138], [4.782, -5.718, 1.632], [-2.255, -2.418, -0.867], [0.717, 7.609, -2.046], [3.972, -5.632, 0.039], [-0.727, 0.506, 2.983], [3.792, 0.295, -2.466], [0.588, -0.882, 1.111], [2.299, 1.278, -0.403], [1.293, 6.872, -1.501], [3.333, -0.650, -2.733], [-1.604, 0.135, 3.499], [-2.307, 4.406, 1.064], [0.818, -3.702, -3.029], [3.856, -1.122, -3.557], [1.662, -0.312, -3.215], [2.899, 1.593, 0.445], [3.450, 2.781, -3.597], [5.967, -4.399, 0.099], [-1.808, 1.401, -2.197], [2.546, 0.537, 1.821], [-3.374, 1.742, -0.457], [-6.518, -1.588, 3.637], [0.996, -3.146, 4.919], [2.430, 7.736, -0.444], [-3.687, 1.334, 0.519], [0.201, -1.406, 0.333], [-1.079, -0.805, 0.083], [-7.705, -0.382, 3.122]], "atomic_forces_ev_per_a": [[0.1, 0.0, 0.0], [-0.1, -0.7, -2.5], [0.1, 0.1, 0.5], [-1.1, -0.7, -0.3], [0.0, 0.1, 0.0], [-0.1, 0.0, -0.1], [-0.1, 0.0, 0.0], [0.0, 0.0, 0.0], [-0.1, 0.0, 0.0], [0.0, 0.0, 0.0], [0.0, -0.3, -0.2], [0.0, -0.1, 0.0], [0.1, 0.1, 0.1], [0.0, 0.0, 0.0], [0.1, 0.0, 0.0], [0.1, 0.2, 0.5], [0.0, 0.0, 0.0], [0.1, 0.0, 0.0], [-0.1, 0.0, 0.2], [0.0, 0.0, 0.0], [0.0, 0.0, 0.0], [0.1, 0.3, 0.2], [0.0, 0.0, 0.1], [0.0, -0.1, 0.1], [0.8, 1.1, 2.2], [0.0, 0.0, 0.0], [-0.1, 0.0, -0.1], [0.0, -0.1, 0.0], [0.0, 0.0, 0.0], [-0.3, -0.1, -0.6], [0.0, 0.0, 0.0], [0.0, 0.1, 0.0], [0.0, 0.1, -0.2], [-0.1, -0.3, -0.8], [0.0, 0.1, -0.1], [0.0, -0.1, -0.1], [0.1, -0.1, -0.1], [0.0, 0.0, 0.0], [0.1, -0.1, 0.0], [0.0, 0.0, 0.0], [-0.1, 0.0, 0.1], [0.0, 0.0, 0.0], [0.0, 0.0, 0.0], [0.0, 0.1, 0.1], [0.0, 0.0, 0.0], [0.3, -0.1, -0.1], [0.0, -0.1, 0.0], [0.0, 0.0, 0.0], [0.1, 0.1, 0.0], [0.4, 0.3, 1.2], [0.0, 0.0, 0.0], [-0.1, -0.2, 0.1], [-0.1, 0.0, 0.0], [-0.1, 0.1, -0.1], [-0.1, -0.1, 0.2], [0.1, 0.1, 0.0], [0.0, 0.0, 0.0], [0.1, -0.1, 0.3], [0.0, 0.1, 0.1], [0.0, 0.0, 0.1], [0.0, 0.0, 0.0], [-0.1, 0.2, 0.0], [0.0, 0.0, 0.0], [0.0, -0.1, 0.0], [-0.4, 0.0, 0.3], [0.1, 0.3, -1.0], [0.0, 0.0, 0.0]], "mulliken_charge": [-0.036, -0.198, -0.252, -0.284, -0.143, -0.149, 0.134, 0.254, -0.378, 0.205, -0.201, 0.090, 0.356, -0.179, 0.039, -0.516, -0.055, -0.077, -0.181, 0.322, 0.337, -0.765, 0.198, -0.013, 0.199, 0.358, -0.479, -0.239, -0.191, 1.108, 0.277, -0.323, -0.183, -0.010, -0.277, 0.046, -0.290, 0.415, -0.191, 0.306, 0.325, 0.317, 0.266, -0.115, 0.017, -0.266, -0.123, -0.098, -0.322, 0.586, 0.345, -0.043, 0.393, -0.117, 0.040, -0.119, -0.167, -0.353, -0.114, -0.401, 0.276, -0.423, -0.189, 0.196, -0.258, 0.486, -0.170]}

Entry 4:
{"formula": "C13H28BClFN2O8", "method": "ωB97M-V with the def2-TZVPD basis set", "homo_lumo_gap_ev": 8.542, "total_charge": 1, "elements": ["O", "H", "H", "C", "H", "H", "H", "C", "H", "H", "H", "C", "O", "Cl", "C", "H", "F", "H", "C", "H", "H", "C", "H", "C", "H", "O", "C", "O", "H", "H", "N", "C", "N", "H", "O", "H", "H", "B", "H", "C", "O", "C", "O", "C", "H", "O", "H", "H", "H", "H", "H", "H", "H", "C"], "positions_angstrom": [[1.962, -1.899, -3.898], [-3.554, 3.840, -1.005], [-0.288, -0.819, 4.803], [-0.918, -0.972, 3.929], [-3.204, 0.829, -1.605], [0.666, 3.062, -2.664], [-1.423, 3.267, -1.950], [0.230, -0.695, -6.197], [0.476, -0.099, 2.524], [-1.537, -0.504, 1.477], [0.624, -1.858, 2.712], [-1.503, 2.158, -1.887], [-0.225, -1.724, -6.388], [-2.611, 1.596, 0.648], [-0.087, -1.032, 2.663], [-1.551, 1.813, -2.945], [-0.465, 0.435, -6.406], [-0.134, 2.103, -0.230], [-3.866, 2.855, -1.407], [1.752, 2.713, -1.326], [-0.678, -4.216, 7.526], [1.047, 2.231, -2.036], [1.711, 2.333, -4.421], [0.864, 0.191, -3.337], [-0.953, -0.809, -2.701], [2.397, 1.830, -3.942], [-2.803, 1.748, -1.136], [4.251, 1.118, -2.293], [0.755, -1.533, 7.929], [0.156, 0.740, -4.000], [1.572, -0.521, -5.678], [-0.518, -3.157, 7.301], [1.822, 1.216, -2.818], [0.621, -3.505, 5.759], [-0.143, 0.247, -1.036], [-1.481, -1.894, 4.060], [-1.451, -2.623, 7.478], [3.013, 0.616, -2.042], [-4.835, 2.585, -0.942], [-0.181, 1.645, -1.238], [2.875, -0.372, -1.083], [0.008, -0.508, -2.230], [-0.915, -1.241, 1.523], [0.593, -2.587, 8.163], [-1.646, -0.156, 3.873], [-0.200, -3.024, 5.916], [2.866, 0.088, -0.221], [0.351, -2.679, 9.223], [0.537, -1.438, -1.939], [4.803, 0.828, -1.544], [2.182, -1.187, -6.158], [1.535, -3.107, 7.972], [-4.037, 2.943, -2.501], [1.539, -0.872, -4.273]], "atomic_forces_ev_per_a": [[1.0, -1.3, 1.1], [-0.1, -0.6, -0.2], [-0.1, 0.0, 0.0], [-0.1, 0.2, -0.1], [0.4, 0.1, 0.9], [0.5, -0.8, -0.2], [-0.1, -0.6, 0.2], [1.6, 2.5, 0.4], [0.1, 0.0, 0.1], [0.1, -0.2, 0.0], [-0.1, 0.0, -0.1], [0.6, -0.2, 0.2], [-1.9, -3.4, -1.0], [0.0, -0.1, -0.5], [-0.5, 0.2, 0.0], [-0.2, 0.1, 0.6], [0.7, 0.2, 0.4], [0.0, -0.5, -0.5], [-0.2, -0.3, 0.1], [-0.3, -0.4, -0.5], [-0.1, 0.0, 0.1], [-0.2, 0.7, 1.8], [-0.1, -0.3, 0.3], [-1.7, -0.7, -0.7], [0.3, 0.4, 0.3], [0.8, 0.4, -0.3], [-0.7, 1.1, -1.3], [-1.3, 0.2, 0.3], [-0.1, 0.0, 0.0], [0.6, 0.1, 0.5], [-0.7, 0.7, 0.6], [0.4, -0.1, 0.0], [-1.1, -0.1, -1.4], [-0.1, 0.0, 0.0], [0.5, 0.5, -0.9], [0.1, 0.0, 0.0], [0.0, 0.0, -0.2], [2.3, -0.8, 1.2], [0.6, 0.1, -0.2], [-0.6, 0.7, 0.1], [-0.9, 1.6, -0.3], [0.8, -0.8, 0.1], [0.1, -0.1, -0.1], [0.0, 0.1, 0.0], [0.1, 0.1, 0.0], [0.0, -0.1, 0.0], [-0.2, -0.8, 0.0], [0.1, 0.0, 0.0], [-0.4, 0.5, -0.1], [0.3, -0.1, -0.6], [-0.3, 0.0, 0.2], [0.0, -0.1, 0.1], [0.2, 0.0, 0.6], [-0.4, 1.7, -1.1]], "mulliken_charge": [-0.438, 0.349, 0.272, -0.984, 0.344, 0.309, 0.532, 0.532, 0.155, 0.159, 0.336, -1.113, -0.321, -0.202, -0.154, 0.111, -0.213, 0.774, -1.418, 0.349, 0.262, -0.972, 0.399, 0.384, 0.302, -0.497, 0.327, -0.430, 0.267, 0.310, -0.151, -0.235, 0.803, 0.245, -0.273, 0.228, 0.290, 0.262, 0.381, 0.246, -0.433, -1.153, -0.424, -1.049, 0.378, -0.434, 0.311, 0.338, 0.556, 0.367, 0.405, 0.331, 0.376, -0.095]}